Entry 1:
ORCA calculation (ωB97M-V/def2-TZVPD) on one molecule with the formula C4H12NOPS at a distorted geometry.

The HOMO energy is -8.655 eV. The value obtained for the LUMO energy is 0.795 eV. As for the SMILES: CS[P@](C)(=O)N(C)C. As for the energy: -1029.1565 Ha. The value obtained for the energy above the lowest of the compared OMol25 structures with the same formula, charge and spin is 4.9 kcal per mole. As for the orbital gap: 0.34729 hartree.

CARTESIAN COORDINATES (ANGSTROEM)
C -2.769913 -1.399195 -0.695206
S -1.684474 -1.076054 0.611955
P -0.316434 0.551748 -0.096245
C -0.629640 2.033729 1.000134
O -0.682068 0.995422 -1.440474
N 1.266351 -0.010519 0.092720
C 1.859184 -0.344148 -1.273776
C 1.915274 -0.473900 1.252386
H -2.824514 -0.422426 -1.180898
H -3.724294 -1.806302 -0.270469
H -2.292233 -2.112326 -1.288162
H -0.208031 2.084165 2.025966
H -0.316460 2.841322 0.390992
H -1.720490 2.118648 0.940055
H 2.827611 -0.795978 -1.154396
H 1.165891 -0.989878 -1.794495
H 1.967413 0.621434 -1.819906
H 1.461778 -0.083006 2.109303
H 1.788227 -1.565258 1.380901
H 2.916830 -0.167479 1.209621

Cartesian forces, eV/Å:
C -1.40 0.94 0.00
S 2.38 1.01 2.39
P -0.16 -0.21 2.32
C -0.31 -1.68 0.30
O 0.00 -0.26 -1.16
N -1.37 1.12 -3.12
C -0.77 1.52 1.06
C -0.96 -1.84 -0.17
H -0.79 -0.45 -0.55
H 0.76 0.68 -0.56
H 0.25 -1.09 -1.39
H -0.45 -0.19 -0.72
H 0.88 0.84 -0.51
H 0.10 -0.18 0.63
H 0.29 -0.29 0.19
H 0.13 -0.25 -0.35
H -0.05 -0.90 0.17
H -0.64 0.97 1.43
H 0.52 0.15 -0.16
H 1.60 0.13 0.22

=====

Entry 2:
ORCA calculation (ωB97M-V/def2-TZVPD) on C17H32AsF7HgN4O3S2 as an isolated structure at a distorted geometry.

The HOMO energy is -9.333 eV. The value obtained for the LUMO energy is 0.195 eV. As for the energy: -4996.5005 Ha. The value obtained for the energy above the lowest of the compared OMol25 structures with the same formula, charge and spin is 0.0 kcal per mole. As for the orbital gap: 0.35015 hartree.

CARTESIAN COORDINATES (ANGSTROEM)
Hg -6.847670 -6.220431 16.520427
F -1.316796 -4.002013 18.414130
C -2.511844 -4.459339 17.915819
C -3.670965 -4.198569 18.637751
C -4.873539 -4.600849 18.113961
C -4.960603 -5.321182 16.887094
C -3.764834 -5.689029 16.294159
C -2.532226 -5.221695 16.788248
H -3.603623 -3.696707 19.591812
H -5.752360 -4.406279 18.736736
H -3.726725 -6.247941 15.365801
H -1.639463 -5.479493 16.292402
C -3.666418 -2.518263 14.900485
N -4.569300 -3.238586 14.010403
C -5.961044 -2.869260 14.237115
C -4.315117 -4.482903 13.542872
O -5.180381 -5.368733 13.442368
N -3.001526 -4.719127 13.163188
C -2.052837 -3.702764 12.776232
C -2.640359 -6.082602 12.799576
H -4.092804 -2.635020 15.899241
H -3.695930 -1.442060 14.627169
H -2.698446 -2.974941 14.820419
H -6.043863 -1.740842 14.360118
H -6.410091 -3.380775 15.061990
H -6.569350 -3.042146 13.381346
H -2.560254 -2.772371 12.498908
H -1.505030 -4.067325 11.890841
H -1.275280 -3.515000 13.562815
H -3.371266 -6.850486 13.036366
H -1.659361 -6.336303 13.208045
H -2.515409 -6.155855 11.707217
F -10.886305 -4.774110 18.810248
As -12.590893 -4.495149 18.972793
F -12.425045 -3.400860 17.630735
F -12.826777 -5.848926 17.792310
F -14.302715 -4.267290 19.031530
F -12.725575 -5.661909 20.228302
F -12.220176 -3.261649 20.112286
C -9.481028 -1.799607 16.908310
C -8.755863 -2.997549 17.446321
C -8.458878 -2.986175 18.929192
O -8.353362 -3.862387 16.678084
H -10.459752 -1.799477 17.366107
H -9.606568 -1.907873 15.788067
H -8.928373 -0.909473 17.181479
H -9.299300 -2.552617 19.490288
H -7.598658 -2.362861 19.113162
H -8.200731 -3.983971 19.344152
C -8.070708 -7.218536 12.625589
S -8.925431 -5.761883 13.136203
C -8.196607 -4.658434 11.993534
O -8.429900 -5.343220 14.492739
H -8.400824 -7.430655 11.617506
H -8.337297 -8.014910 13.334916
H -6.984413 -6.992461 12.688320
H -8.642049 -4.839211 11.057081
H -7.106911 -4.843200 11.983509
H -8.490501 -3.627335 12.272795
N -10.408784 -6.050411 16.427520
C -10.010792 -7.142663 16.993148
N -10.814127 -7.794510 17.851471
S -8.487244 -7.916376 16.614339
H -11.306428 -5.654773 16.760887
H -9.820425 -5.574382 15.754790
H -11.658094 -7.339266 18.213038
H -10.356336 -8.462167 18.447658

Cartesian forces, eV/Å:
Hg 0.83 0.64 -0.21
F -0.71 -0.31 -0.37
C 0.38 0.24 0.95
C 0.67 0.34 -0.13
C -0.55 -0.48 -0.32
C -0.59 -0.16 1.20
C 0.39 0.60 -0.25
C -1.09 -0.16 -0.12
H -0.01 0.11 0.01
H 0.11 -0.04 -0.48
H -0.21 -0.15 0.21
H 1.00 -0.19 -0.49
C -0.92 0.18 -0.32
N -0.81 0.87 0.00
C 0.26 1.74 -0.28
C 0.34 -0.85 -0.35
O 0.31 0.65 -0.15
N -0.77 -0.80 0.31
C 0.80 -0.02 -0.12
C 0.54 0.05 -0.93
H 0.42 0.11 0.27
H 0.41 -0.61 0.18
H 0.36 0.33 0.45
H 0.40 -1.33 0.22
H -0.23 -0.26 0.72
H -0.26 -0.53 -0.73
H 0.16 -0.18 0.21
H -0.22 0.18 0.21
H -0.61 -0.01 -0.59
H -0.13 0.41 0.47
H -0.10 -0.03 0.26
H -0.04 0.11 0.09
F 0.49 -0.40 0.16
As -0.70 -0.04 -0.06
F -0.26 -0.02 -0.02
F 0.00 0.49 0.24
F 0.48 0.22 -0.14
F 0.26 -0.28 0.11
F -0.32 0.23 -0.04
C -0.18 -0.82 -1.31
C 0.74 -0.26 -0.37
C -0.44 -0.81 0.37
O -0.15 0.25 0.93
H -0.38 0.29 0.17
H 0.27 0.26 1.33
H -0.04 0.34 0.00
H 0.22 -0.25 -0.16
H 0.40 0.48 -0.11
H -0.40 0.50 -0.48
C 1.01 -0.08 0.70
S -1.10 0.11 0.69
C 0.93 0.98 0.55
O 0.06 -0.24 -0.16
H 0.03 -0.25 -0.22
H 0.03 0.17 -0.36
H -0.53 -0.29 -0.14
H -0.42 -0.38 -1.38
H -0.44 0.44 0.01
H 0.39 -0.59 0.06
N -1.11 0.51 0.08
C -0.13 -0.61 0.39
N 0.27 0.25 0.13
S -0.39 -0.44 0.12
H 0.77 -0.16 -0.46
H 0.27 0.14 -0.17
H 0.34 -0.09 -0.34
H -0.09 -0.10 -0.03

=====

Entry 3:
ORCA calculation (ωB97M-V/def2-TZVPD) on C35H33Cl5IrN3O2P2 as an isolated structure at a distorted geometry.

The HOMO energy (alpha / beta) is -9.940 / -9.894 eV. The value obtained for the LUMO energy (alpha / beta) is -3.059 / -3.421 eV. As for the energy: -4756.0562 Ha. The value obtained for the energy above the lowest of the compared OMol25 structures with the same formula, charge and spin is 12.2 kcal per mole. As for the expectation value of S²: 0.758. As for the total charge: +1. Its multiplicity is 2. As for the orbital gap (alpha / beta): 0.25289 / 0.23788 hartree.

CARTESIAN COORDINATES (ANGSTROEM)
Ir 1.117246 -0.387971 0.319927
C 4.387171 1.213613 2.901384
C 2.954885 1.096718 2.446808
O 2.728606 0.162895 1.600467
C 2.001518 1.947476 2.954964
C 0.633041 1.920916 2.617151
C -0.239966 2.971944 3.252634
N 0.081671 1.059697 1.789982
N -1.273521 1.287781 1.586126
C -1.808849 0.491439 0.740403
O -1.180097 -0.522536 0.200825
C -3.224429 0.696702 0.324853
C -3.913426 1.850025 0.692132
C -5.211188 2.051125 0.253191
C -5.837030 1.099950 -0.545322
C -5.159084 -0.056332 -0.901715
C -3.854030 -0.255978 -0.469643
H 5.003824 0.479898 2.387189
H 4.455080 1.052257 3.977654
H 4.768401 2.213480 2.690551
H 2.325112 2.705007 3.652868
H 0.345789 3.578093 3.938917
H -1.072148 2.510542 3.782435
H -0.677484 3.607646 2.482619
H -3.419899 2.580288 1.319561
H -5.738563 2.954798 0.530905
H -6.851806 1.261002 -0.886231
H -5.647853 -0.806384 -1.510391
H -3.320795 -1.161322 -0.730402
C -0.267068 -1.220541 3.373522
P 0.560417 -1.953334 1.950908
C 1.827849 -2.984695 2.726815
C -0.606187 -3.152253 1.293005
C -1.356217 -4.001677 2.102488
C -2.224978 -4.907692 1.516961
C -2.341286 -4.969410 0.131679
C -1.592240 -4.124739 -0.671971
C -0.727521 -3.206448 -0.082838
P 0.322639 -2.095524 -1.051023
C -0.699519 -1.630086 -2.456424
C 1.495826 -3.277662 -1.762269
H -0.341774 -1.975762 4.155919
H -1.254843 -0.863717 3.088680
H 0.317684 -0.380424 3.740561
H 1.339941 -3.660668 3.429163
H 2.542081 -2.353426 3.258346
H 2.358601 -3.568669 1.983760
H -1.268558 -3.963214 3.181578
H -2.810640 -5.570568 2.139759
H -3.020835 -5.678707 -0.322340
H -1.692681 -4.185888 -1.748335
H -0.978561 -2.528315 -3.006934
H -0.144355 -0.976294 -3.113228
H -1.583602 -1.110754 -2.095065
H 0.921027 -4.075407 -2.233814
H 2.127814 -3.699964 -0.985278
H 2.128727 -2.796122 -2.505981
N 0.713705 1.499423 -0.578433
C 0.231090 2.262541 -1.280755
C -0.383824 3.290405 -2.067815
C 0.369400 4.382485 -2.492942
C -0.248773 5.366023 -3.244088
C -1.597617 5.254166 -3.561518
C -2.340608 4.161540 -3.132253
C -1.737763 3.169280 -2.379515
H 1.419141 4.450363 -2.239919
H 0.319917 6.222324 -3.580437
H -2.073466 6.026155 -4.151932
H -3.390805 4.084937 -3.379178
H -2.303106 2.314293 -2.027970
Cl 1.423501 0.871062 -3.287113
C 2.746399 0.142563 -2.427822
C 2.627697 -0.533508 -1.200130
C 3.811952 -1.211925 -0.808773
Cl 3.787796 -2.275219 0.536541
C 5.025887 -1.125987 -1.481919
Cl 6.409766 -1.966490 -0.920198
C 5.118439 -0.341985 -2.623735
Cl 6.614041 -0.162471 -3.435321
C 3.972378 0.261174 -3.108660
Cl 4.080907 1.168031 -4.563635

Cartesian forces, eV/Å:
Ir -2.09 1.63 -0.32
C -0.01 0.01 -0.05
C 0.00 -0.05 -0.10
O 0.47 0.03 -0.11
C -0.07 -0.05 0.02
C -0.01 0.12 -0.06
C 0.06 -0.03 0.00
N -0.16 -0.17 0.14
N 0.25 0.26 0.17
C 0.01 -0.53 -0.30
O -0.35 0.22 0.08
C 0.11 -0.02 0.03
C 0.00 0.05 0.01
C -0.03 0.01 -0.01
C 0.01 0.02 -0.01
C 0.05 -0.01 0.04
C -0.06 -0.03 -0.02
H -0.02 0.00 0.00
H 0.01 0.02 0.00
H 0.00 -0.01 0.02
H -0.02 -0.02 0.01
H -0.01 0.00 -0.01
H 0.00 0.00 0.00
H 0.00 -0.01 0.01
H 0.01 0.01 -0.03
H 0.00 -0.02 0.02
H 0.01 0.00 0.01
H 0.01 0.01 0.00
H -0.03 0.00 0.01
C 0.00 0.12 0.10
P 0.67 -0.58 0.13
C 0.09 0.08 0.16
C -0.10 -0.07 0.05
C 0.05 0.00 -0.06
C 0.00 -0.02 -0.05
C -0.01 0.00 0.07
C 0.03 0.02 0.04
C -0.03 -0.12 -0.04
P -0.09 -0.11 -0.29
C -0.14 0.04 -0.03
C 0.10 0.07 -0.11
H -0.06 -0.05 -0.03
H 0.00 0.02 0.02
H 0.05 -0.08 0.09
H -0.03 0.04 0.05
H -0.01 -0.02 -0.02
H -0.11 -0.13 0.05
H -0.01 0.01 -0.01
H -0.01 0.01 -0.01
H 0.01 0.01 0.01
H -0.01 0.00 0.02
H -0.01 0.00 0.00
H 0.08 0.03 -0.14
H 0.02 -0.02 -0.03
H 0.00 -0.01 0.00
H -0.01 -0.04 0.02
H -0.03 -0.03 -0.04
N 0.60 -0.42 -0.65
C -0.19 0.72 0.60
C -0.05 -0.22 0.13
C 0.03 0.02 -0.05
C -0.01 0.01 0.01
C 0.01 -0.01 -0.01
C 0.00 0.02 0.00
C -0.04 -0.01 0.01
H -0.01 0.00 0.00
H -0.01 -0.02 0.00
H 0.00 0.00 0.01
H 0.01 0.00 0.00
H 0.00 0.02 0.01
Cl 0.04 -0.33 -0.31
C -0.05 0.02 0.12
C 1.13 -0.52 0.76
C -0.30 0.23 -0.21
Cl 0.26 -0.17 0.09
C -0.08 0.01 0.09
Cl 0.06 0.00 0.00
C 0.09 -0.01 -0.07
Cl 0.02 -0.02 0.00
C -0.12 0.04 0.00
Cl 0.03 0.02 -0.04

=====

Entry 4:
ORCA calculation (ωB97M-V/def2-TZVPD) on C5H14Br3CuNO as an isolated structure at a distorted geometry.

The HOMO energy is -3.955 eV. The value obtained for the LUMO energy is 1.564 eV. As for the energy: -9691.5152 Ha. The value obtained for the energy above the lowest of the compared OMol25 structures with the same formula, charge and spin is 26.9 kcal per mole. As for the total charge: -1. As for the orbital gap: 0.20283 hartree.

CARTESIAN COORDINATES (ANGSTROEM)
Cu 3.816111 0.414116 -1.628269
C -0.415334 -0.954261 -0.989048
N -0.237155 -0.344291 0.356181
C 0.715426 -1.200675 1.116912
C 0.442469 0.974430 0.253533
C -1.474371 -0.300779 1.179518
C -2.736747 -0.018324 0.399390
O -2.691773 1.241394 -0.307685
H -0.839630 -1.953374 -0.811524
H 0.587099 -1.096983 -1.362885
H -1.127526 -0.393714 -1.569118
H 1.700771 -1.114728 0.666263
H 0.370149 -2.229221 1.168624
H 0.777476 -0.805657 2.130478
H -0.123985 1.629306 -0.402673
H 1.400362 0.823709 -0.228530
H 0.548428 1.408584 1.242006
H -1.286481 0.361969 2.025815
H -1.543455 -1.286668 1.650426
H -3.600628 0.011103 1.078583
H -2.933615 -0.793864 -0.336549
H -2.637506 1.958808 0.333537
Br 3.772290 2.052710 0.619419
Br 5.943655 0.879691 -3.346919
Br 1.573960 0.736707 -3.237487

Cartesian forces, eV/Å:
Cu 0.30 1.31 -0.71
C -0.44 -1.25 0.97
N 0.50 -0.37 0.63
C 0.46 0.10 0.45
C -0.30 0.80 -0.70
C -0.26 -0.62 0.20
C -0.44 1.44 0.07
O 0.05 -0.87 0.19
H -0.01 0.12 -0.01
H -0.03 0.49 -0.84
H 0.46 0.47 -0.48
H 0.00 -0.11 -0.08
H -0.08 -0.04 -0.24
H 0.08 0.04 -0.03
H -0.14 -0.05 0.04
H 0.25 0.11 0.11
H 0.18 -0.10 0.08
H -0.11 0.38 -0.29
H -0.33 -0.05 -0.22
H 0.26 -0.29 0.07
H 0.08 0.09 -0.08
H 0.01 -0.05 -0.02
Br -0.21 -0.81 -0.44
Br -0.67 -0.40 0.69
Br 0.39 -0.34 0.66